[1]
81
Properties=species:S:1:pos:R:3:mulliken_charge:R:1 method="wB97M-V/def2-TZVPD" molar_mass_g_mol=730.816 relative_energy_kcal_mol=10.7 total_energy_ev=-90370.504 orbital_gap_ev=6.197 e_homo_ev=-2.20 total_charge=-2
Ca 1.243 1.157 1.027 1.563
C -2.419 -7.821 1.173 -0.916
O -2.995 -6.817 0.359 -0.458
C -2.322 -6.534 -0.785 1.016
C -1.304 -7.316 -1.289 -0.341
C -0.690 -6.959 -2.498 -0.549
C -1.051 -5.824 -3.192 -0.099
C -2.089 -5.040 -2.656 0.039
C -2.719 -5.394 -1.477 -0.666
N -0.484 -5.620 -4.512 -0.722
N -0.227 -4.461 -4.976 -0.472
C -0.034 -3.290 -4.217 -0.023
C -0.448 -2.119 -4.863 -0.313
C -0.608 -0.910 -4.212 -0.876
C -0.316 -0.780 -2.821 0.748
O -0.637 0.209 -2.125 -0.829
C 0.441 -1.909 -2.224 -0.301
N 1.025 -1.646 -1.027 0.153
C 1.749 -2.587 -0.454 -0.205
C 1.966 -3.834 -1.064 -1.152
C 1.376 -4.108 -2.269 -0.562
C 0.549 -3.144 -2.891 0.818
H -3.001 -7.851 2.087 0.246
H -1.380 -7.590 1.419 0.385
H -2.459 -8.803 0.696 0.331
H -0.969 -8.202 -0.764 0.326
H 0.111 -7.576 -2.900 0.377
H -2.401 -4.145 -3.179 0.319
H -3.513 -4.780 -1.060 0.376
H -0.754 -2.227 -5.903 0.332
H -1.016 -0.045 -4.724 0.408
H 2.181 -2.340 0.514 0.527
H 2.613 -4.562 -0.587 0.390
H 1.558 -5.052 -2.759 0.513
O 0.065 3.471 4.165 -0.808
S 1.020 3.126 3.142 1.624
O 1.578 1.761 3.202 -0.895
N 0.535 3.321 1.670 0.688
C 0.000 4.534 1.175 -0.634
C -0.170 5.741 1.824 -0.736
C -0.717 6.865 1.152 -0.834
C -1.102 6.805 -0.151 -0.896
C -0.937 5.582 -0.857 1.175
C -1.317 5.413 -2.209 -0.701
C -1.128 4.213 -2.826 -0.785
C -0.521 3.151 -2.106 -0.243
N -0.153 3.271 -0.851 0.045
C -0.378 4.463 -0.211 0.186
C 2.420 4.187 3.396 0.178
C 3.340 4.360 2.364 -0.366
C 4.460 5.148 2.588 -0.679
C 4.657 5.755 3.826 -0.304
C 3.734 5.571 4.853 -0.562
C 2.607 4.783 4.642 -0.291
H 0.085 5.826 2.868 0.441
H -0.833 7.794 1.701 0.356
H -1.524 7.667 -0.657 0.329
H -1.755 6.252 -2.740 0.362
H -1.425 4.062 -3.859 0.381
H -0.338 2.177 -2.568 0.534
H 3.194 3.869 1.406 0.145
H 5.185 5.278 1.792 0.411
H 5.539 6.369 3.994 0.350
H 3.894 6.037 5.820 0.355
H 1.861 4.626 5.420 0.400
C -2.226 -1.328 0.803 -1.774
C -1.307 -0.334 1.479 2.298
C -2.046 0.460 2.544 -1.713
O -0.797 0.624 0.508 -0.475
C -0.143 -1.120 2.197 0.491
O -0.488 -1.989 3.003 -0.777
O 1.063 -0.774 1.870 -0.793
H -3.116 -0.816 0.420 0.365
H -2.518 -2.089 1.527 0.416
H -1.712 -1.823 -0.031 0.353
H -2.948 0.909 2.117 0.362
H -1.422 1.262 2.945 0.194
H -2.314 -0.208 3.360 0.416
H -0.667 0.196 -0.386 0.237
N 4.437 1.911 -0.227 -0.858
C 3.354 1.560 0.055 -0.346

[2]
82
Properties=species:S:1:pos:R:3:mulliken_spin:R:1 method="wB97M-V/def2-TZVPD" molar_mass_g_mol=869.032 relative_energy_kcal_mol=6.9 total_energy_ev=-106182.324 spin_multiplicity=5 orbital_gap_ev="8.644 / 5.236" e_homo_ev="-13.72 / -14.31" total_charge=+2
Pd -0.063 -0.011 -0.060 1.362
N 1.875 0.003 1.458 0.171
C 1.643 0.511 2.764 -0.009
C 2.416 0.112 3.847 0.022
C 2.215 0.692 5.089 0.008
C 1.224 1.645 5.265 0.006
C 0.415 2.014 4.202 0.019
C 0.624 1.458 2.944 0.040
P -0.369 1.926 1.483 0.231
C -1.850 2.696 2.173 0.038
C -2.700 1.901 2.945 0.016
C -3.779 2.477 3.588 -0.008
C -4.021 3.838 3.451 0.023
C -3.185 4.622 2.669 -0.008
C -2.101 4.058 2.023 0.029
C 0.576 3.234 0.666 0.011
C 0.083 3.760 -0.532 0.005
C 0.798 4.731 -1.206 -0.008
C 2.011 5.175 -0.697 0.022
C 2.501 4.658 0.494 -0.003
C 1.793 3.684 1.174 0.014
H 2.448 -0.843 1.471 -0.005
H 2.343 0.703 0.876 -0.014
H 3.191 -0.628 3.709 0.000
H 2.842 0.404 5.918 0.001
H 1.072 2.097 6.232 0.000
H -0.377 2.731 4.349 0.005
H -2.496 0.843 3.049 -0.001
H -4.427 1.869 4.200 0.000
H -4.856 4.288 3.963 0.001
H -3.369 5.681 2.570 0.000
H -1.438 4.671 1.431 0.003
H -0.864 3.406 -0.924 0.004
H 0.422 5.142 -2.131 0.000
H 2.584 5.918 -1.230 0.001
H 3.439 5.013 0.892 0.000
H 2.171 3.297 2.110 0.001
Cl -1.194 -1.575 1.573 0.101
C -1.840 -2.964 0.787 0.094
C -2.486 -3.926 1.534 -0.017
C -3.004 -5.054 0.902 0.142
C -2.852 -5.228 -0.461 -0.051
C -2.191 -4.272 -1.219 0.112
Cl -1.967 -4.509 -2.894 0.040
C -1.684 -3.093 -0.609 0.001
S -0.932 -1.910 -1.589 1.130
H -2.588 -3.805 2.600 0.005
H -3.523 -5.799 1.485 0.006
H -3.238 -6.106 -0.950 0.003
C -1.060 2.495 -4.946 0.001
C -1.583 1.990 -3.661 0.006
C -2.830 2.067 -3.060 -0.004
C -2.720 1.398 -1.836 -0.005
N -1.474 0.944 -1.700 0.198
N -0.809 1.289 -2.817 -0.039
C -3.745 1.196 -0.783 -0.004
H -1.566 3.411 -5.239 0.000
H -1.227 1.764 -5.738 0.000
H 0.012 2.676 -4.881 0.000
H -3.703 2.552 -3.445 0.001
H 0.186 1.122 -2.897 0.003
H -4.736 1.124 -1.222 0.000
H -3.747 2.040 -0.095 0.001
H -3.539 0.287 -0.219 -0.001
O 1.808 -1.082 -1.171 0.184
C 2.099 0.016 -1.681 -0.054
O 1.498 1.078 -1.351 0.147
C 3.151 0.134 -2.733 0.017
C 3.171 1.273 -3.532 0.001
C 4.111 1.376 -4.542 0.001
C 5.070 0.395 -4.745 -0.001
C 5.041 -0.721 -3.922 -0.001
C 4.083 -0.875 -2.933 0.005
N 6.045 -1.776 -4.098 0.000
O 5.966 -2.711 -3.341 0.000
O 6.851 -1.611 -4.972 0.000
N 4.059 2.547 -5.417 0.000
O 5.024 2.778 -6.090 0.000
O 3.026 3.177 -5.389 0.000
H 2.466 2.076 -3.371 0.000
H 5.812 0.499 -5.524 0.000
H 4.072 -1.771 -2.330 0.001

[3]
85
Properties=species:S:1:pos:R:3:mulliken_spin:R:1 method="wB97M-V/def2-TZVPD" molar_mass_g_mol=913.412 relative_energy_kcal_mol=146.8 total_energy_ev=-114558.358 spin_multiplicity=5 orbital_gap_ev="5.432 / 5.550" e_homo_ev="-6.00 / -7.46"
Rh 0.228 0.108 1.800 1.724
Cl -1.154 2.195 8.340 0.013
C -0.615 2.061 6.715 0.046
C 0.170 3.125 6.158 0.112
Cl 0.542 4.482 7.138 0.022
C 0.618 3.066 4.866 -0.031
Cl 1.560 4.313 4.161 0.000
C 0.311 1.938 4.052 0.207
O 0.710 1.845 2.847 0.212
C -0.471 0.843 4.615 0.154
O -0.704 -0.161 3.898 0.347
C -0.927 0.960 5.972 0.014
Cl -1.862 -0.336 6.586 0.006
C 1.144 3.935 -4.026 0.000
O -0.145 3.478 -3.606 0.000
C -0.520 2.263 -4.150 0.000
C -1.479 2.252 -5.155 0.000
C -1.871 1.056 -5.732 0.000
C -1.300 -0.138 -5.310 0.000
C -0.369 -0.135 -4.288 0.000
C 0.010 1.062 -3.687 0.003
N 0.953 1.015 -2.621 0.002
C 0.606 1.205 -1.304 -0.009
N -0.194 2.230 -0.992 0.008
C -1.199 2.188 0.004 0.012
C -1.270 1.299 1.080 0.007
C -2.437 1.312 1.848 -0.055
C -3.479 2.191 1.596 -0.012
C -3.374 3.112 0.567 0.010
C -2.238 3.105 -0.223 -0.004
O -2.043 3.984 -1.263 -0.001
C -3.178 4.331 -2.035 0.000
N 1.239 0.500 -0.385 0.086
C 1.389 -0.837 -0.604 0.040
C 2.716 -1.312 -0.443 0.009
C 3.243 -2.557 -0.226 0.010
C 2.532 -3.773 -0.129 0.030
C 0.436 -4.120 -0.667 -0.004
C 0.047 -2.884 -1.472 0.018
O -1.163 -3.032 -2.220 0.003
C -2.268 -3.501 -1.467 -0.002
H 1.243 4.951 -3.653 0.000
H 1.203 3.933 -5.117 0.000
H 1.934 3.306 -3.612 0.000
H -1.886 3.201 -5.477 0.000
H -2.613 1.058 -6.518 0.000
H -1.588 -1.075 -5.764 0.000
H 0.067 -1.064 -3.935 -0.001
H 1.631 0.269 -2.731 -0.004
H -0.385 2.898 -1.737 -0.002
H -2.535 0.614 2.669 0.001
H -4.366 2.165 2.213 -0.001
H -4.164 3.821 0.374 0.000
H -2.796 4.859 -2.906 0.000
H -3.854 4.991 -1.486 0.000
H -3.716 3.433 -2.351 0.000
H 3.420 -0.489 -0.448 0.000
H 4.325 -2.610 -0.208 -0.003
H 3.138 -4.633 0.149 -0.003
H -0.264 -4.943 -0.551 0.009
H -2.240 -4.588 -1.345 0.001
H -3.170 -3.240 -2.021 0.000
H -2.324 -3.040 -0.477 0.001
N -1.021 -0.707 -1.103 0.013
C 0.024 -1.566 -0.648 -0.088
N 1.195 -2.997 -2.328 0.033
C 1.641 -4.095 -1.644 0.005
N 2.333 -5.108 -2.351 0.000
N 1.203 -3.780 0.522 0.037
C 0.857 -2.681 1.303 0.372
N -0.012 -1.706 0.825 0.184
C 1.654 -2.393 2.421 0.071
C 2.427 -3.362 3.115 0.143
C 3.233 -2.963 4.140 -0.020
C 3.294 -1.602 4.494 0.182
C 2.515 -0.713 3.789 -0.076
N 1.722 -1.082 2.783 0.146
H -1.528 -1.146 -1.861 -0.001
H -1.641 -0.429 -0.354 -0.006
H 1.964 -5.145 -3.294 0.000
H 2.266 -6.018 -1.913 0.000
H 2.347 -4.397 2.818 0.013
H 3.816 -3.692 4.685 0.001
H 3.931 -1.250 5.291 0.011
H 2.524 0.348 4.009 0.001